A 15-piece molecular cluster, C56H110O27S10 overall at a distorted geometry, computed with ωB97M-V/def2-TZVPD.

The HOMO-LUMO gap is 9.23 eV. For the total energy, the calculation gives -223484.141 eV. The HOMO energy is -9.313 eV. The max |F| comes out at 0.0723 hartree/bohr.

Last column: Löwdin charge in e.
CARTESIAN COORDINATES (ANGSTROEM)
C1 18.423158 7.881966 -1.211422  -0.017
C2 18.131258 9.373037 -1.364068  -0.339
C3 19.303541 10.056193 -2.092704  -0.105
O1 18.718969 10.701589 -3.192603  0.079
C4 17.393867 10.386988 -3.222555  -0.515
O2 16.689761 10.690607 -4.187516  0.110
O3 17.078706 9.521513 -2.240780  0.061
H1 19.379099 7.833328 -0.689969  0.089
H2 18.420603 7.285130 -2.123499  0.086
H3 17.724581 7.426975 -0.509234  0.083
H4 17.859641 9.829937 -0.412452  0.147
H5 20.059495 9.312283 -2.344153  0.131
H6 19.788321 10.798274 -1.458348  0.131
C5 0.946348 10.721273 -5.828296  -0.017
C6 2.407340 10.349445 -5.699439  -0.460
O4 2.769712 9.745528 -4.665556  0.016
C7 3.380780 10.732229 -6.756093  -0.024
H7 0.785468 11.675865 -5.327339  0.091
H8 0.408998 9.946502 -5.281409  0.085
H9 0.590865 10.680639 -6.857899  0.080
H10 3.577592 11.778491 -6.522220  0.102
H11 2.903621 10.702968 -7.735666  0.091
H12 4.246878 10.073085 -6.815163  0.066
C8 7.088197 12.840494 -2.624494  -0.019
C9 6.420114 12.424459 -3.936716  -0.436
O5 6.290314 13.249600 -4.858615  0.020
C10 5.963037 10.982377 -4.020433  -0.003
H13 6.335898 12.939597 -1.841990  0.090
H14 7.726046 13.724383 -2.623282  0.080
H15 7.711022 11.999006 -2.321033  0.041
H16 6.769491 10.358174 -3.635601  0.068
H17 5.772077 10.684667 -5.051448  0.058
H18 5.055335 10.913684 -3.420871  0.091
C11 9.680125 5.353590 -9.003042  -0.013
C12 10.940756 5.135415 -8.189443  -0.457
O6 11.517658 4.053292 -8.153909  0.060
C13 11.303447 6.270825 -7.260095  -0.021
H19 9.244814 4.396049 -9.288878  0.085
H20 9.952386 5.997033 -9.839667  0.083
H21 8.950381 5.851892 -8.364869  0.065
H22 10.667400 7.144021 -7.405242  0.053
H23 12.281226 6.635885 -7.574425  0.062
H24 11.297142 6.007788 -6.202332  0.070
C14 9.522489 9.130214 -4.995259  0.020
C15 10.236822 10.399070 -4.544297  -0.425
O7 9.679508 11.321489 -3.921788  0.021
C16 11.690343 10.596306 -4.884798  -0.003
H25 8.499317 9.309701 -5.325418  0.075
H26 9.445580 8.567977 -4.064625  0.060
H27 10.148783 8.544619 -5.668267  0.062
H28 11.878397 11.525858 -5.422068  0.081
H29 11.902151 9.745570 -5.532473  0.050
H30 12.339562 10.322783 -4.053053  0.079
C17 6.494176 11.734877 -7.942042  -0.163
C18 7.919532 12.246750 -7.513810  -0.245
C19 9.030293 11.679138 -8.321875  -0.191
S1 8.329335 10.048700 -8.918392  0.727
O8 9.091718 8.919489 -8.336105  -0.370
O9 8.184285 10.137197 -10.367105  -0.342
C20 6.674161 10.189569 -8.114301  -0.211
H31 6.162854 12.208879 -8.865984  0.124
H32 5.882236 11.810810 -7.043224  0.063
H33 8.053879 12.035894 -6.452869  0.091
H34 7.948348 13.334183 -7.582831  0.115
H35 10.061821 11.673996 -7.969711  0.096
H36 9.085139 12.309267 -9.209589  0.103
H37 6.940905 9.731383 -7.161933  0.071
H38 5.871812 9.569957 -8.514819  0.104
C21 14.351931 13.819133 -1.298859  -0.177
C22 14.960307 15.174057 -0.777305  -0.169
C23 16.354655 14.777089 -0.182471  -0.211
S2 17.116534 13.588252 -1.346043  0.733
O10 17.727008 12.446514 -0.616084  -0.346
O11 17.778153 14.275428 -2.454558  -0.326
C24 15.510154 13.021568 -1.984003  -0.211
H39 13.487360 13.895234 -1.958275  0.092
H40 13.988280 13.190886 -0.485741  0.098
H41 14.373378 15.709269 -0.030867  0.111
H42 15.135379 15.872145 -1.595913  0.111
H43 16.327145 14.154759 0.711992  0.096
H44 17.033881 15.610695 -0.003975  0.104
H45 15.321495 12.001750 -1.648632  0.092
H46 15.584740 13.037965 -3.071321  0.084
C25 9.842409 14.558384 -5.176422  -0.218
C26 10.778812 14.627372 -3.998046  -0.227
C27 12.183430 14.830155 -4.551342  -0.206
S3 11.972322 15.901680 -6.082744  0.690
O12 12.616197 15.187224 -7.130609  -0.327
O13 12.370028 17.278313 -5.772413  -0.344
C28 10.138202 15.757306 -6.135192  -0.176
H47 8.794931 14.555081 -4.874970  0.105
H48 9.985412 13.605647 -5.686245  0.096
H49 10.745189 13.768378 -3.327910  0.107
H50 10.470432 15.495745 -3.415866  0.121
H51 12.620696 13.922378 -4.967086  0.076
H52 12.976882 15.299188 -3.969489  0.087
H53 9.854524 15.726104 -7.187172  0.099
H54 9.836164 16.712520 -5.705746  0.097
C29 12.974545 10.264275 -11.666217  -0.221
C30 12.509994 8.835088 -11.448722  -0.231
C31 11.814218 8.794388 -10.056191  -0.177
S4 13.146345 9.605259 -9.032176  0.731
O14 14.322187 8.736877 -8.802309  -0.331
O15 12.498917 10.370970 -7.987484  -0.355
C32 13.702494 10.747621 -10.396824  -0.184
H55 12.088999 10.850998 -11.910475  0.112
H56 13.529339 10.319120 -12.602860  0.116
H57 13.383473 8.184894 -11.497612  0.112
H58 11.884960 8.395315 -12.225917  0.117
H59 11.560563 7.813805 -9.653447  0.075
H60 10.885425 9.359757 -10.132376  0.077
H61 14.781684 10.600834 -10.440585  0.090
H62 13.514618 11.809195 -10.235967  0.099
C33 16.216052 7.018197 -4.334180  -0.208
C34 15.968064 7.227573 -5.863005  -0.157
C35 14.468085 6.918064 -6.286994  -0.177
S5 13.611083 6.408057 -4.687778  0.728
O16 13.722974 4.917842 -4.607252  -0.352
O17 12.317546 7.045904 -4.533592  -0.375
C36 14.880296 7.166002 -3.565057  -0.204
H63 17.009545 7.660630 -3.952409  0.080
H64 16.624342 6.033695 -4.105779  0.108
H65 16.623223 6.644415 -6.510148  0.110
H66 16.239775 8.258601 -6.089387  0.103
H67 14.380547 6.045964 -6.934965  0.098
H68 13.979794 7.783450 -6.735069  0.054
H69 14.897548 6.676146 -2.591484  0.100
H70 14.624201 8.210866 -3.389658  0.086
C37 8.690520 3.756324 -0.671245  -0.175
C38 9.942582 3.434431 -1.532570  -0.207
C39 10.281007 4.643286 -2.390103  -0.219
S6 8.684619 5.143609 -3.027441  0.716
O18 8.422044 4.689519 -4.374244  -0.313
O19 8.487391 6.563210 -2.687914  -0.356
C40 7.739425 4.151330 -1.775171  -0.241
H71 8.629440 4.715061 -0.156263  0.107
H72 8.311521 2.942942 -0.052486  0.127
H73 9.802532 2.567986 -2.178920  0.121
H74 10.835800 3.122359 -0.991400  0.116
H75 10.960327 4.542137 -3.236501  0.103
H76 10.692392 5.449484 -1.782726  0.094
H77 7.432607 3.241744 -2.291518  0.103
H78 6.796915 4.671480 -1.604228  0.082
C41 5.709064 7.985336 -1.379309  -0.192
C42 4.155830 7.965289 -1.227906  -0.220
C43 3.734344 6.671048 -0.556536  -0.190
S7 5.055971 6.319043 0.745123  0.672
O20 5.487099 4.950685 0.610395  -0.341
O21 4.605671 6.854969 1.970956  -0.307
C44 6.306176 7.403319 -0.062814  -0.200
H79 5.996777 9.015618 -1.588649  0.097
H80 5.971122 7.368150 -2.238679  0.096
H81 3.710527 8.158058 -2.203946  0.109
H82 3.881416 8.825905 -0.617865  0.114
H83 4.017241 5.860905 -1.228641  0.085
H84 2.708383 6.476438 -0.244061  0.106
H85 7.212509 6.797910 -0.051082  0.067
H86 6.398078 8.282032 0.575559  0.103
C45 12.016213 9.618663 -1.118522  -0.227
C46 11.045185 8.437577 -1.283656  -0.202
C47 9.569379 8.842896 -0.920055  -0.179
S8 9.803049 10.287325 0.279888  0.727
O22 9.376462 9.878029 1.597181  -0.342
O23 9.302862 11.535902 -0.311197  -0.355
C48 11.721043 10.329235 0.203769  -0.182
H87 11.765609 10.456499 -1.769161  0.094
H88 13.037578 9.293860 -1.317086  0.110
H89 11.239940 7.593318 -0.622295  0.110
H90 11.026670 8.062065 -2.306763  0.083
H91 9.095715 8.026267 -0.375200  0.069
H92 9.014435 9.132718 -1.812308  0.078
H93 12.017905 9.681433 1.028590  0.092
H94 12.041245 11.359022 0.362184  0.089
C49 5.199904 3.488017 -6.856444  -0.217
C50 6.122401 4.703700 -6.640887  -0.213
C51 5.777954 5.801565 -7.709669  -0.197
S9 3.990611 5.610522 -8.083392  0.694
O24 3.871139 5.358010 -9.504577  -0.335
O25 3.236423 6.667703 -7.427496  -0.352
C52 3.792840 4.043309 -7.100593  -0.199
H95 5.186357 2.821331 -5.994221  0.114
H96 5.682721 2.942001 -7.666914  0.114
H97 7.181945 4.474618 -6.526876  0.092
H98 5.889456 5.094516 -5.650385  0.101
H99 6.324876 5.606343 -8.632090  0.088
H100 6.036115 6.828647 -7.451684  0.088
H101 2.946378 3.463250 -7.468177  0.104
H102 3.515652 4.418624 -6.115500  0.094
C53 17.069497 13.850678 -5.968760  -0.209
C54 15.559324 14.134754 -6.272877  -0.191
C55 14.989149 12.902166 -7.151638  -0.170
S10 16.421184 12.402775 -8.262497  0.690
O26 16.172132 13.050332 -9.509067  -0.338
O27 16.669867 10.974186 -8.192624  -0.341
C56 17.754142 13.384670 -7.269343  -0.164
H103 16.983513 13.124369 -5.160552  0.079
H104 17.447760 14.753865 -5.489933  0.111
H105 15.281373 15.092609 -6.712590  0.098
H106 15.028355 14.354257 -5.346598  0.075
H107 14.128512 13.001721 -7.813066  0.072
H108 14.734451 12.029903 -6.549664  0.081
H109 18.178185 14.220238 -7.826220  0.094
H110 18.606469 12.728127 -7.094409  0.088

Forces on atoms 1 to 2 (eV/Å):
C -0.15 0.22 1.41
C 1.56 -1.30 0.43